Record 1
C17H24AlGaI2N2O4S2 as an isolated structure. Source: the OMol25 dataset; level of theory: ωB97M-V/def2-TZVPD.

As for the net charge: +4. For the orbital gap (spin up / spin down), the calculation gives 0.1465 / 0.0825 hartree. The energy above the lowest of the compared OMol25 structures with the same formula, charge and spin comes out at 10.9 kcal per mole.

Structure (XYZ):
```
53
Properties=species:S:1:pos:R:3:forces:R:3:nbo_charge:R:1
Ga 0.2504 2.1299 -2.4434 -0.213 -3.072 3.791 1.169
C -1.1779 2.6340 -3.7124 -5.642 2.187 -5.277 0.464
C -3.2578 1.4823 -0.3462 0.281 0.129 0.169 -0.654
H 0.2923 2.5912 1.5164 0.075 -0.083 0.265 0.228
H -2.4518 -0.7948 0.9989 -0.242 -0.025 -0.061 0.220
C 3.1832 -1.8050 -1.3464 -0.338 -0.199 -0.073 -0.667
C -2.6949 0.1905 -0.9241 -0.678 0.429 -0.281 0.054
H 5.0064 0.1476 -0.4410 0.100 -0.052 -0.205 0.242
H -3.0293 0.7331 -3.0111 -0.220 -0.103 0.123 0.196
H 2.1709 -0.6685 -3.5853 0.086 0.016 -0.056 0.199
I -0.8846 -4.5410 -1.4328 -0.021 -0.050 0.052 0.268
C -3.2208 -0.0987 -2.3222 0.233 -0.245 -0.140 -0.655
H -0.7938 3.3696 3.6125 0.033 -0.198 -0.030 0.285
H -3.0776 2.3378 -1.0126 -0.186 -0.179 0.102 0.212
H -4.3087 -0.2689 -2.2716 0.363 0.089 -0.038 0.292
H -1.4400 -0.0286 6.7265 -0.132 -0.391 -0.021 0.408
H -0.1874 -1.3933 2.6539 -0.277 -0.043 0.537 0.231
H 3.9102 -0.9319 -3.8495 -0.233 0.267 0.070 0.289
C -1.3681 -1.1554 4.9587 -0.968 -1.227 1.865 0.634
S -0.7588 0.3950 -1.1811 -0.987 0.698 -0.690 -0.369
C -2.8557 -1.0018 -0.0007 0.612 -0.185 0.082 -0.671
O -1.9916 2.9306 -4.4887 4.274 -1.537 4.179 -0.164
C -0.6632 2.3018 3.4493 0.264 0.178 -0.577 -0.203
C -0.9294 0.0152 4.1134 0.109 -0.034 -0.538 -0.118
H 3.8449 -2.4880 -1.9022 -0.092 0.148 0.295 0.295
C -0.0323 1.8825 2.2754 -0.332 -0.158 0.469 0.074
N -1.7160 -0.8911 6.2681 0.847 0.128 -1.656 -0.768
C 3.4318 -0.3999 -1.8392 0.718 -0.033 -0.281 0.009
S 2.3094 0.8528 -0.9388 -0.317 0.474 0.058 -0.373
H 3.3712 -1.9286 -0.2780 0.301 0.035 -0.034 0.218
C 4.8278 0.1125 -1.5208 0.114 0.249 0.179 -0.651
H 5.5837 -0.5277 -1.9926 -0.182 0.060 0.098 0.274
I -0.0433 -2.8356 -3.2376 -0.144 -0.286 -0.407 0.132
O 1.5024 -3.1756 1.5617 -1.484 5.035 -2.851 -0.226
H -2.3342 -1.8799 -0.4122 -0.348 0.098 0.108 0.223
C 1.6369 2.6119 -3.6597 5.673 2.083 -6.913 0.448
H -1.8322 -1.7146 6.8441 -0.173 0.089 0.116 0.447
H 2.1583 -2.1152 -1.5874 0.128 -0.035 0.078 0.204
H 3.2851 0.7243 -3.6907 0.248 -0.224 -0.017 0.200
C -0.3165 -0.3506 2.9208 0.345 0.880 -0.221 0.092
H 4.9333 1.1244 -1.9257 0.207 -0.130 0.117 0.230
H -1.6406 1.7033 5.2971 0.203 -0.034 -0.357 0.280
C 1.2145 -2.1853 1.0307 1.445 -4.887 2.690 0.511
C -1.1265 1.3782 4.3873 0.268 -0.511 -0.273 -0.032
Al 0.7976 -0.1660 0.3534 0.261 0.864 0.264 1.582
N 0.1585 0.5586 2.0085 -0.462 -0.507 0.553 -0.734
H -3.9307 -1.2340 0.0937 0.392 0.089 -0.033 0.304
H -2.8100 1.7165 0.6293 -0.209 -0.082 -0.168 0.225
C 3.1718 -0.3001 -3.3310 -0.270 -0.125 -0.097 -0.643
O 2.3642 2.8656 -4.5397 -3.976 -1.238 5.212 -0.162
O -1.4479 -2.2806 4.4706 0.406 1.476 -0.103 -0.572
H -4.3485 1.3659 -0.2158 0.424 0.046 -0.073 0.290
H -2.7345 -0.9945 -2.7296 -0.286 0.127 0.001 0.233
```
Forces are in eV/Å.

---

Record 2
C42H54BiN3O2P2 as an isolated structure. Source: the OMol25 dataset; level of theory: ωB97M-V/def2-TZVPD.

As for the net charge: +2. For the orbital gap, the calculation gives 0.2686 hartree. The energy above the lowest of the compared OMol25 structures with the same formula, charge and spin comes out at 69.2 kcal per mole.

Structure (XYZ):
```
104
Properties=species:S:1:pos:R:3:forces:R:3:lowdin_charge:R:1
H 4.0229 -0.8020 1.6797 0.003 0.008 -0.176 0.056
C -1.2897 1.4421 -3.1340 0.029 0.114 0.209 -0.308
N -0.2380 -0.2302 -1.6252 0.552 -0.290 -0.434 -0.035
C -1.3631 3.4228 2.6879 -0.042 -0.062 -0.011 -0.107
C 1.0206 3.2487 2.9925 0.017 0.008 0.019 -0.101
C -1.6496 -2.0855 -1.2327 -0.100 -0.343 -0.225 -0.114
C -0.0286 4.4566 -2.8356 -0.068 0.004 0.080 -0.108
P -1.7290 2.5331 -1.7456 -0.523 0.009 -0.581 1.010
H 0.7180 3.9700 -2.2019 0.031 0.024 -0.021 0.063
C -0.5514 -3.0824 1.5817 -0.010 -0.105 -0.113 -0.125
C -0.3022 -1.4801 -1.2350 -0.190 0.618 0.249 -0.172
H -1.4673 4.8200 -1.2937 0.031 -0.019 0.023 0.074
C 3.1729 -1.6406 -0.8880 0.048 0.001 0.000 0.061
H -0.4127 -0.9143 -6.0904 -0.007 -0.007 0.012 0.121
H 0.2946 4.8577 0.1021 -0.008 -0.030 -0.023 0.099
H -3.8999 3.2990 -1.1033 0.010 0.016 0.004 0.110
H 3.5723 -3.1683 3.4509 -0.005 -0.021 -0.017 0.099
H 1.0196 -2.3213 5.1499 -0.036 -0.038 0.010 0.067
C 2.6890 -2.8314 2.9043 -0.020 0.040 0.131 -0.082
C 0.3519 -4.0128 0.8240 0.010 0.085 -0.003 -0.185
H -3.0994 -1.2700 0.2572 0.018 -0.062 -0.019 0.137
H 1.5757 -3.9109 -0.9092 -0.012 -0.020 0.036 0.130
H -0.5663 -2.8321 4.5530 -0.007 -0.004 0.020 0.070
H 1.1085 -5.5867 2.0136 -0.080 0.001 0.067 0.138
C 1.2201 3.8830 1.7706 -0.001 0.058 -0.038 -0.117
C -1.9523 -3.5541 -1.2860 0.006 0.086 -0.109 -0.011
C 3.7219 -0.5389 2.6895 -0.057 0.008 0.098 -0.102
O 6.5627 -0.4179 -1.5217 -0.022 0.049 0.018 -0.038
H 2.2257 4.1011 1.4313 -0.007 -0.002 0.007 0.112
P 0.8809 -0.6074 2.5373 -0.180 -0.596 0.453 1.091
C -1.5843 -0.3431 3.9661 0.114 0.054 0.138 -0.117
C -3.8553 1.2178 -0.5672 0.034 0.102 -0.101 -0.128
H 5.4110 -1.6864 -2.6968 -0.013 -0.003 0.022 0.145
C -0.1140 -0.7341 4.1253 -0.110 0.053 -0.249 -0.524
C -3.5795 2.3536 -1.5522 0.277 -0.081 0.113 -0.526
H -1.9979 2.7702 -4.6627 0.033 0.019 0.010 0.091
H 7.3965 -0.7650 -1.8531 0.003 -0.011 -0.019 0.111
C -2.4936 4.9972 -3.1301 0.019 -0.009 0.035 -0.090
H -2.7575 -3.1430 1.8098 0.031 0.037 0.038 0.150
C 2.9398 1.0210 -0.4131 -0.069 -0.031 0.037 -0.096
N -1.1901 -0.8328 1.0113 -0.255 0.353 0.152 -0.245
H -4.1834 2.9181 -3.5790 -0.004 -0.023 -0.024 0.066
H 2.7863 2.0740 -0.2024 0.042 -0.002 0.016 0.111
H -4.0299 1.1775 -3.3188 -0.014 -0.003 0.000 0.083
H -0.4450 -1.7871 5.9537 -0.001 -0.039 0.005 0.095
Bi -0.2483 1.0719 0.3812 0.292 0.235 0.652 1.785
C 0.7274 -1.9122 -0.2045 0.014 -0.096 0.062 -0.216
H 0.3900 0.0682 4.6825 -0.025 0.015 -0.002 0.100
H 0.0448 4.0217 -3.8312 0.000 -0.029 -0.023 0.077
H -2.0205 4.4183 0.9072 0.014 0.014 0.004 0.102
C -1.5339 1.8175 -4.4581 -0.017 -0.098 -0.043 -0.084
H -2.2757 -1.5444 -1.9455 0.069 0.056 0.040 0.142
H 0.2261 5.5141 -2.9145 0.028 -0.009 0.006 0.093
C -0.4077 -0.6479 -3.9732 -0.032 0.007 0.201 -0.007
C -2.0965 -1.6856 0.3082 0.039 -0.145 -0.080 -0.208
H -3.3512 1.3734 0.3928 -0.055 -0.029 0.024 0.054
H 3.5451 0.5372 2.7360 0.031 0.004 -0.007 0.067
H -2.0089 -0.1194 4.9471 0.018 -0.039 -0.001 0.093
H 0.0669 -1.6010 -3.7722 0.045 0.019 -0.058 0.122
H -2.5591 -5.0762 0.0930 -0.017 -0.003 -0.059 0.126
H -1.7095 0.5322 3.3329 -0.067 0.048 -0.026 0.033
C 2.4988 -1.3378 3.1423 -0.037 0.299 -0.277 -0.516
H 3.2571 -2.7029 -1.0718 -0.018 0.002 0.055 0.129
H 1.8376 -3.4152 3.2554 0.017 -0.032 -0.025 0.066
H -2.1589 -1.1595 3.5304 -0.022 0.017 -0.043 0.071
C -0.6646 -0.2552 -5.2702 -0.017 -0.025 -0.024 -0.040
C -2.2563 -4.0557 -0.0997 -0.008 -0.012 0.187 -0.025
H -1.4094 1.3150 -6.5345 -0.007 -0.003 0.007 0.120
C 4.1376 0.5492 -0.9017 0.111 -0.100 -0.012 0.032
H -3.5171 0.2720 -0.9979 -0.028 0.020 0.000 0.055
H -0.5625 -3.2824 2.6494 -0.036 0.022 0.000 0.121
C 0.9675 -3.4000 -0.1759 0.009 -0.007 -0.052 0.024
C 0.4601 -5.4733 1.1395 -0.044 0.035 -0.094 -0.189
H 5.7864 -2.2982 -1.0826 -0.010 0.028 0.013 0.140
H 4.9726 1.2090 -1.0856 -0.037 0.040 0.027 0.130
O 1.0679 -6.2168 0.1104 0.101 0.019 0.001 -0.026
C -2.0286 -3.0622 1.0050 0.161 -0.051 -0.022 -0.141
H -2.3682 3.2685 3.0612 0.012 -0.001 0.004 0.118
H 1.8701 2.9604 3.5987 -0.005 -0.008 -0.014 0.114
C -0.0301 -1.6629 1.2461 0.205 0.024 0.013 -0.467
C -1.1651 4.0663 1.4719 0.033 0.115 0.015 -0.161
C -0.2688 3.0295 3.4534 0.001 -0.039 0.029 -0.107
H -2.5232 4.6209 -4.1508 -0.002 -0.006 0.004 0.070
C 4.2660 -0.8153 -1.1413 -0.072 0.157 0.127 -0.149
C -1.4400 4.3096 -2.2623 0.162 -0.283 0.162 -0.532
H -3.4919 4.9310 -2.7006 -0.009 0.004 -0.027 0.074
H -2.2355 6.0560 -3.1895 -0.020 0.004 -0.012 0.096
H -1.9835 -4.0753 -2.2340 -0.042 -0.061 0.053 0.124
C -4.3335 2.1178 -2.8575 -0.064 0.080 0.061 -0.093
H 0.4355 -6.3804 -0.5962 -0.059 -0.006 0.027 0.101
C 0.1284 4.3060 1.0190 0.004 0.103 0.001 -0.154
N 1.9005 0.2158 -0.1760 0.224 0.058 0.058 -0.097
C 1.9923 -1.1025 -0.4079 0.043 -0.061 -0.117 -0.222
H -5.4026 2.0599 -2.6456 0.000 -0.003 -0.019 0.095
C -0.7023 0.1915 -2.8874 -0.420 -0.048 -0.415 -0.271
H -0.4274 2.5809 4.4256 -0.005 -0.047 -0.018 0.113
H -0.5210 -5.8744 1.4197 0.001 -0.014 -0.012 0.134
H 2.8446 -3.0458 1.8488 -0.001 -0.020 -0.048 0.072
C -1.2201 0.9917 -5.5201 -0.039 0.031 -0.030 -0.044
C -0.0060 -2.0004 4.9776 0.076 0.047 -0.002 -0.092
H 2.4041 -1.1641 4.2174 -0.052 -0.005 -0.003 0.093
H 4.5611 -0.7675 3.3484 0.018 0.005 -0.038 0.093
H -4.9257 1.1325 -0.3766 0.008 -0.044 0.033 0.098
C 5.5549 -1.3887 -1.6496 0.067 -0.129 -0.101 -0.198
```
Forces are in eV/Å.

---

Q: Which value of net charge does entry 2 give?
A: +2

---

Q: Look up the net charge of the first one.
A: +4

---

Q: Which formula does entry 1 have?
A: C17H24AlGaI2N2O4S2